[1]
A cluster of 2 separate species, C3H7FN3 in total, computed with ωB97M-V with the def2-TZVPD basis set.

Geometry as XYZ:
```
14
C3H7FN3 (ωB97M-V with the def2-TZVPD basis set)
C -0.137 -1.277 0.400
C -1.160 2.761 -0.373
C -1.041 1.431 -0.396
N -1.007 -0.927 1.123
N 0.862 -1.754 -0.202
N 2.084 -2.201 0.272
F 0.157 0.815 -0.635
H -2.121 3.268 -0.240
H -0.230 3.273 -0.362
H -1.817 0.686 -0.681
H -1.090 0.022 1.375
H 0.553 -2.055 -1.097
H 2.795 -1.952 -0.431
H 2.154 -2.090 1.246
```

Gap between HOMO and LUMO ... 9.639 eV
LUMO ... -4.49 eV
Molar mass ... 104.11 Da
HOMO energy ... -14.13 eV
2S+1 ... 1
Total charge ... +1
Energy above the lowest of the compared OMol25 structures with the same formula, charge and spin ... 96.36 kcal per mole

[2]
The ion C3H7FN5 with charge +1, computed with ωB97M-V with the def2-TZVPD basis set.

Geometry as XYZ:
```
16
C3H7FN5 (ωB97M-V with the def2-TZVPD basis set)
C 0.868 0.360 0.129
C -0.835 0.523 1.853
C 0.498 -0.082 1.540
N -0.078 0.826 -0.714
N -1.815 0.925 0.926
N 2.167 0.510 -0.346
N -1.861 -0.573 -0.931
N -1.479 0.696 -0.373
F -1.124 0.783 3.114
H 0.355 -1.163 1.476
H 1.216 -0.104 2.306
H 2.948 0.312 0.218
H 2.261 1.099 -1.149
H -1.379 -0.732 -1.825
H -2.829 -0.721 -0.862
H -1.935 1.671 -0.805
```

Gap between HOMO and LUMO ... 10.148 eV
LUMO ... -4.18 eV
Molar mass ... 132.12 Da
HOMO energy ... -14.33 eV
2S+1 ... 1
Total charge ... +1
Energy above the lowest of the compared OMol25 structures with the same formula, charge and spin ... 26.13 kcal per mole
SMILES string ... NC1=N[N@@H+](N)N=C(F)C1

[3]
A structure of composition C3H7FO, computed with ωB97M-V with the def2-TZVPD basis set.

Geometry as XYZ:
```
12
C3H7FO (ωB97M-V with the def2-TZVPD basis set)
C -1.042 -0.702 -0.468
C -0.321 0.356 0.299
C 1.157 -0.123 0.446
H -0.238 -1.530 -1.289
H -1.621 -1.568 0.234
H -1.936 0.239 -1.191
H -0.513 0.241 1.376
H 0.250 1.729 -0.763
H 1.489 0.639 1.112
H 1.152 -1.111 1.049
O -0.443 1.633 -0.174
F 2.066 0.197 -0.629
```

Gap between HOMO and LUMO ... 11.359 eV
LUMO ... 0.76 eV
Molar mass ... 78.09 Da
HOMO energy ... -10.60 eV
2S+1 ... 1
Total charge ... 0
Energy above the lowest of the compared OMol25 structures with the same formula, charge and spin ... 91.41 kcal per mole

[4]
A cluster of 2 separate species, C3H7FO2S in total, computed with ωB97M-V with the def2-TZVPD basis set.

Geometry as XYZ:
```
14
C3H7FO2S (ωB97M-V with the def2-TZVPD basis set)
C -0.715 -0.057 1.167
C -1.708 0.043 -1.173
C -1.651 0.369 0.340
O 2.306 -0.436 1.050
O 4.032 0.130 -0.409
F 1.650 -0.409 -1.328
S 2.651 0.498 -0.203
H -0.400 0.274 2.206
H 0.012 -0.832 0.873
H 1.380 -0.460 1.296
H -0.727 -0.058 -1.505
H -2.258 0.682 -1.794
H -2.213 -0.923 -1.120
H -2.360 1.181 0.600
```

Gap between HOMO and LUMO ... 10.861 eV
LUMO ... 0.55 eV
Molar mass ... 126.15 Da
HOMO energy ... -10.31 eV
2S+1 ... 1
Total charge ... 0
Energy above the lowest of the compared OMol25 structures with the same formula, charge and spin ... 38.56 kcal per mole

[5]
The molecule C3H7FOS, computed with ωB97M-V with the def2-TZVPD basis set.

Geometry as XYZ:
```
13
C3H7FOS (ωB97M-V with the def2-TZVPD basis set)
C -0.773 0.796 0.119
C 0.083 -0.079 1.051
C 0.287 -1.471 0.476
H -0.364 0.117 -2.153
H -1.037 1.720 0.617
H -1.754 0.370 -0.110
H -0.461 -0.162 1.997
H 1.661 0.723 0.505
H 0.775 -2.125 1.232
H 1.057 -1.532 -0.323
O 1.302 0.507 1.344
F -0.925 -1.983 0.077
S 0.028 1.200 -1.443
```

Gap between HOMO and LUMO ... 10.318 eV
LUMO ... 0.75 eV
Molar mass ... 110.15 Da
HOMO energy ... -9.57 eV
2S+1 ... 1
Total charge ... 0
Energy above the lowest of the compared OMol25 structures with the same formula, charge and spin ... 10.92 kcal per mole
SMILES string ... O[C@H](CF)CS

[6]
A structure of composition C3H7I2O2P2, computed with ωB97M-V with the def2-TZVPD basis set.

Geometry as XYZ:
```
16
C3H7I2O2P2 (ωB97M-V with the def2-TZVPD basis set)
C -0.106 2.959 -0.177
C -0.616 1.570 0.020
I -1.497 1.221 1.882
C -0.520 0.572 -0.855
I 0.397 0.789 -2.714
P -1.112 -1.063 -0.508
P 0.136 -2.069 1.161
O 1.433 -1.125 0.973
O 0.552 -3.474 0.480
H 0.932 3.005 0.171
H -0.127 3.258 -1.225
H -0.671 3.678 0.413
H -2.401 -0.995 0.019
H -1.152 -1.767 -1.717
H 2.263 -1.630 0.986
H 0.571 -3.540 -0.485
```

Gap between HOMO and LUMO ... 8.652 eV
LUMO ... -4.07 eV
Molar mass ... 390.84 Da
HOMO energy ... -12.72 eV
2S+1 ... 1
Total charge ... +1

[7]
The ion C3H7IN with charge +1, computed with ωB97M-V with the def2-TZVPD basis set.

Geometry as XYZ:
```
12
C3H7IN (ωB97M-V with the def2-TZVPD basis set)
C 0.761 -0.001 0.462
C 1.820 0.325 -0.269
C -0.671 0.629 0.047
N -1.429 -0.705 -0.183
I 3.890 -0.068 -0.042
H 0.653 -0.650 1.291
H 1.793 1.079 -1.006
H -1.098 1.123 0.904
H -0.747 1.275 -0.795
H -2.086 -0.589 -0.974
H -2.121 -0.917 0.650
H -0.765 -1.500 -0.086
```

Gap between HOMO and LUMO ... 8.767 eV
LUMO ... -4.03 eV
Molar mass ... 184.00 Da
HOMO energy ... -12.80 eV
2S+1 ... 1
Total charge ... +1
Energy above the lowest of the compared OMol25 structures with the same formula, charge and spin ... 41.43 kcal per mole
SMILES string ... [NH3+]C/C=C/I

[8]
A cluster of 2 separate species, C3H7IN2 in total, computed with ωB97M-V with the def2-TZVPD basis set.

Geometry as XYZ:
```
13
C3H7IN2 (ωB97M-V with the def2-TZVPD basis set)
C 0.348 -1.564 1.563
C -0.671 2.557 0.538
C 0.654 1.807 0.800
N 0.362 -0.564 0.982
N 0.688 0.383 0.276
I 2.015 -3.919 -1.604
H -0.265 -2.440 1.681
H 2.482 -3.167 -2.950
H -0.725 3.016 -0.410
H -1.494 1.970 0.795
H -0.773 3.283 1.370
H 1.433 2.222 0.251
H 0.923 1.641 1.824
```

Gap between HOMO and LUMO (alpha / beta) ... 5.745 / 8.276 eV
LUMO (alpha / beta) ... 0.71 / -1.14 eV
Molar mass ... 198.01 Da
HOMO energy (alpha / beta) ... -5.04 / -9.41 eV
2S+1 ... 3
Total charge ... 0
Energy above the lowest of the compared OMol25 structures with the same formula, charge and spin ... 65.13 kcal per mole

[9]
A cluster of 2 separate species, C3H7IN3 in total, computed with ωB97M-V with the def2-TZVPD basis set.

Geometry as XYZ:
```
14
C3H7IN3 (ωB97M-V with the def2-TZVPD basis set)
C -1.556 -0.763 0.370
C -0.137 0.963 0.102
C -0.877 -1.970 0.781
N -2.463 -0.041 0.037
N -0.751 2.034 -0.216
N 1.169 0.799 0.157
I -4.522 -0.100 -0.105
H -1.194 -2.225 1.743
H 0.242 -1.694 0.718
H -1.053 -2.785 -0.090
H -1.823 2.087 -0.111
H -0.420 2.884 -0.482
H 1.475 -0.074 0.510
H 1.718 1.552 -0.160
```

Gap between HOMO and LUMO ... 7.952 eV
LUMO ... -4.92 eV
Molar mass ... 212.01 Da
HOMO energy ... -12.88 eV
2S+1 ... 1
Total charge ... +1
Energy above the lowest of the compared OMol25 structures with the same formula, charge and spin ... 62.28 kcal per mole

[10]
A cluster of 2 separate species, C3H7INO in total, computed with ωB97M-V with the def2-TZVPD basis set.

Geometry as XYZ:
```
13
C3H7INO (ωB97M-V with the def2-TZVPD basis set)
I 4.154 2.439 -2.678
C 0.220 -1.402 -1.204
C -0.601 -0.823 -0.024
O -1.221 -1.535 0.732
N -0.376 0.460 0.293
C -0.822 1.020 1.604
H 1.181 -0.889 -1.232
H -0.311 -1.444 -2.155
H 0.530 -2.397 -0.883
H 0.181 1.079 -0.279
H -1.700 0.570 2.067
H -1.172 2.028 1.381
H -0.063 0.893 2.376
```

Gap between HOMO and LUMO ... 6.521 eV
LUMO ... 3.06 eV
Molar mass ... 200.00 Da
HOMO energy ... -3.46 eV
2S+1 ... 1
Total charge ... -1
Energy above the lowest of the compared OMol25 structures with the same formula, charge and spin ... 19.28 kcal per mole

[11]
The ion C3H7INO with charge +1, computed with ωB97M-V with the def2-TZVPD basis set.

Geometry as XYZ:
```
13
C3H7INO (ωB97M-V with the def2-TZVPD basis set)
C 0.514 -0.365 0.812
C 1.098 -1.469 -1.074
C -0.039 0.690 -0.154
N -1.521 0.882 0.113
O 0.552 -1.581 0.067
I 0.891 2.628 0.029
H 1.526 -0.100 1.119
H -0.094 -0.561 1.702
H 1.078 -2.349 -1.703
H 1.620 -0.575 -1.384
H -1.838 1.691 -0.436
H -1.745 1.057 1.104
H -2.043 0.052 -0.195
```

Gap between HOMO and LUMO (alpha / beta) ... 6.441 / 6.438 eV
LUMO (alpha / beta) ... -5.46 / -5.46 eV
Molar mass ... 200.00 Da
HOMO energy (alpha / beta) ... -11.90 / -11.90 eV
2S+1 ... 1
Total charge ... +1
Energy above the lowest of the compared OMol25 structures with the same formula, charge and spin ... 79.83 kcal per mole

[12]
A structure of composition C3H7INO2S, computed with ωB97M-V with the def2-TZVPD basis set.

Geometry as XYZ:
```
15
C3H7INO2S (ωB97M-V with the def2-TZVPD basis set)
C -1.068 -0.011 1.003
C -0.761 -1.137 0.100
C -0.037 -0.503 -1.100
N 1.319 0.136 -0.871
O 0.207 2.548 -0.617
O 2.001 1.780 0.877
S 0.965 1.544 -0.014
I 2.712 -0.837 0.187
H -1.868 0.738 0.704
H -0.217 0.711 0.959
H -0.059 -1.815 0.570
H -1.172 -0.250 2.074
H -1.599 -1.690 -0.429
H -0.729 0.121 -1.688
H 0.307 -1.336 -1.754
```

Gap between HOMO and LUMO (alpha / beta) ... 7.715 / 7.716 eV
LUMO (alpha / beta) ... -6.81 / -6.81 eV
Molar mass ... 248.07 Da
HOMO energy (alpha / beta) ... -14.53 / -14.53 eV
2S+1 ... 1
Total charge ... +1
Energy above the lowest of the compared OMol25 structures with the same formula, charge and spin ... 32.93 kcal per mole

| no. | largest force on an atom (eV/Å) |
| --- | --- |
| 1 | 2.70 |
| 2 | 7.83 |
| 3 | 4.77 |
| 4 | 3.76 |
| 5 | 1.80 |
| 6 | 0.91 |
| 7 | 3.97 |
| 8 | 6.92 |
| 9 | 4.59 |
| 10 | 1.78 |
| 11 | 2.27 |
| 12 | 4.25 |